Record 1
{"formula": "C22H45O7S", "method": "ωB97M-V/def2-TZVPD", "species": ["C", "C", "C", "S", "O", "C", "C", "C", "C", "C", "C", "C", "H", "H", "H", "H", "H", "H", "H", "H", "H", "H", "H", "H", "H", "H", "H", "C", "O", "C", "C", "O", "C", "H", "H", "H", "H", "H", "H", "H", "H", "H", "H", "C", "O", "C", "C", "O", "C", "H", "H", "H", "H", "H", "H", "H", "H", "H", "H", "C", "O", "C", "C", "O", "C", "H", "H", "H", "H", "H", "H", "H", "H", "H", "H"], "positions_angstrom": [[-1.6745, -4.8273, 0.7740], [-2.8325, -5.0924, -0.3272], [-2.8999, -6.6095, -0.8613], [-1.9913, -7.8639, 0.1635], [-4.0540, -4.6072, 0.2571], [-5.0687, -4.3096, -0.7470], [-6.3267, -5.2711, -0.3977], [-7.1555, -4.9309, 0.8841], [-8.3203, -5.8915, 1.2177], [-8.6073, -7.1245, 0.2929], [-7.7908, -7.4046, -0.9861], [-6.6210, -6.4573, -1.3415], [-2.0592, -5.3419, 1.7368], [-0.6669, -5.2437, 0.4369], [-1.6762, -3.7028, 0.9679], [-2.5947, -4.4376, -1.2524], [-2.4579, -6.6816, -1.9265], [-3.9816, -6.9947, -0.9607], [-0.7418, -7.4249, 0.5700], [-2.7543, -8.3587, 1.2101], [-4.7122, -4.4280, -1.8235], [-5.3851, -3.2141, -0.5585], [-6.9272, -4.0441, 1.5550], [-8.9599, -5.7407, 2.1468], [-9.4415, -7.8504, 0.5559], [-7.9655, -8.2959, -1.6841], [-5.9468, -6.5820, -2.2538], [2.6692, 0.2736, -1.4950], [2.4298, -0.0240, -0.1265], [1.0450, 0.0209, 0.2046], [0.4496, -1.3800, 0.2953], [0.4223, -2.0181, -0.9825], [1.4719, -2.9639, -1.1357], [3.7048, 0.0156, -1.7243], [2.0141, -0.2979, -2.1561], [2.5285, 1.3447, -1.6719], [0.4909, 0.6362, -0.5140], [0.9670, 0.5002, 1.1850], [-0.5884, -1.2992, 0.6339], [0.9938, -1.9897, 1.0252], [1.2533, -3.8597, -0.5444], [2.4375, -2.5504, -0.8342], [1.5290, -3.2448, -2.1888], [3.6504, 5.9203, 2.5594], [3.7305, 5.0319, 3.6662], [2.4561, 4.5241, 4.0494], [2.2478, 3.1019, 3.5400], [2.1575, 3.0683, 2.1174], [3.3640, 2.6270, 1.5083], [4.6622, 6.0984, 2.1900], [3.0527, 5.5044, 1.7465], [3.2226, 6.8755, 2.8813], [1.6518, 5.1849, 3.7043], [2.4335, 4.5125, 5.1432], [1.2965, 2.7249, 3.9290], [3.0427, 2.4382, 3.8974], [3.4776, 1.5487, 1.6507], [4.2366, 3.1467, 1.9133], [3.3025, 2.8346, 0.4387], [4.6268, 5.4263, -1.1966], [3.5704, 6.2404, -0.7089], [3.8562, 7.6319, -0.8325], [3.1317, 8.2455, -2.0258], [3.6366, 7.7354, -3.2577], [2.7859, 6.7488, -3.8242], [4.2609, 4.4002, -1.2701], [4.9638, 5.7466, -2.1847], [5.4670, 5.4484, -0.4949], [4.9370, 7.8043, -0.8999], [3.4969, 8.1134, 0.0821], [3.3124, 9.3248, -2.0295], [2.0504, 8.0870, -1.9507], [1.8939, 7.2240, -4.2434], [2.4909, 5.9964, -3.0877], [3.3293, 6.2515, -4.6295]], "mulliken_charge": [-1.1661, 0.4660, -0.2635, -0.0913, -0.3277, -0.7557, 0.6305, -0.4905, -0.4195, -0.3723, -0.5190, -0.2701, 0.4214, 0.1388, 0.1370, 0.3493, 0.4072, 0.1339, 0.3128, 0.3189, 0.3980, 0.3228, 0.3400, 0.3318, 0.3294, 0.3133, 0.3496, -0.8198, -0.3386, -0.5041, -0.4749, -0.3475, -0.6643, 0.2432, 0.3699, 0.3346, 0.3690, 0.2986, 0.3514, 0.3683, 0.1679, 0.3438, 0.2720, -0.7614, -0.4109, -0.5890, -0.5368, -0.3418, -0.4523, 0.2237, 0.3577, 0.4086, 0.3115, 0.4201, 0.3995, 0.3531, 0.3635, 0.4672, -0.1904, -0.7398, -0.2327, -0.5234, -0.6164, -0.3748, -0.6576, 0.0796, 0.4475, 0.3181, 0.4020, 0.3410, 0.3855, 0.3356, 0.3308, 0.2443, 0.2437], "charge": 1, "total_energy_ha": -1789.49330, "homo_ev": -10.23, "orbital_gap_ev": 6.07}

=====

Record 2
{"formula": "C22H46BNO7", "method": "ωB97M-V/def2-TZVPD", "species": ["C", "C", "C", "C", "C", "C", "C", "C", "O", "B", "O", "O", "C", "C", "C", "C", "C", "C", "C", "C", "O", "O", "H", "H", "H", "H", "H", "H", "H", "H", "H", "H", "H", "H", "H", "H", "H", "H", "H", "H", "H", "H", "H", "H", "H", "H", "H", "H", "H", "H", "H", "H", "H", "C", "O", "C", "C", "N", "C", "C", "O", "C", "H", "H", "H", "H", "H", "H", "H", "H", "H", "H", "H", "H", "H", "H", "H"], "positions_angstrom": [[1.3477, 1.6402, -0.3150], [1.9339, 0.3143, -0.9865], [0.7848, -0.7208, -1.5054], [-0.1793, -1.2300, -0.3343], [-1.4299, -0.2923, 0.0164], [-1.9119, 0.7024, -1.1347], [-3.2237, 1.5126, -0.5928], [-3.0955, 3.0897, -0.7433], [-4.0361, 3.9718, -0.0923], [-5.2922, 3.3470, 0.2076], [-5.7611, 3.4568, 1.5927], [-6.1465, 2.6575, -0.7099], [-1.6760, 3.6993, -0.2150], [-1.0203, 4.4777, -1.4479], [-0.2547, 5.8601, -1.1801], [1.2869, 5.6972, -1.6192], [2.3440, 5.8077, -0.4185], [1.8387, 5.1719, 0.9705], [3.6401, 4.9241, -0.8771], [-2.3681, 4.6552, -2.3292], [-2.7442, 5.5992, -3.0391], [-3.0682, 3.4053, -2.1615], [0.8617, 2.2712, -1.1265], [0.6734, 1.3789, 0.5610], [2.2535, 2.2473, 0.0619], [2.5831, -0.3133, -0.2669], [2.5976, 0.5110, -1.9042], [0.2506, -0.3465, -2.4439], [1.3857, -1.6474, -1.8487], [-0.4698, -2.3219, -0.5450], [0.4728, -1.2779, 0.6187], [-1.2353, 0.2538, 1.0074], [-2.3205, -0.9975, 0.2336], [-2.2394, 0.0664, -2.0408], [-1.1028, 1.4034, -1.5364], [-4.1029, 1.0590, -1.1857], [-3.3447, 1.1787, 0.5059], [-6.2040, 4.3399, 1.6182], [-6.6005, 1.9691, -0.1623], [-2.0084, 4.4924, 0.5546], [-1.0534, 2.9872, 0.4165], [-0.4686, 3.6779, -2.0683], [-0.4012, 6.2687, -0.1224], [-0.7018, 6.6582, -1.8839], [1.3972, 4.7429, -2.2487], [1.5313, 6.5604, -2.3475], [2.7393, 6.8802, -0.3124], [2.7154, 4.7253, 1.5580], [1.0076, 4.3907, 0.8195], [1.4204, 6.0261, 1.6168], [4.6010, 5.5341, -0.8935], [3.4912, 4.4699, -1.9112], [3.8053, 4.0428, -0.1566], [1.8952, -6.9903, 4.0234], [2.1082, -7.5640, 2.7423], [0.9461, -8.2149, 2.2270], [0.4613, -7.4969, 0.9683], [-0.0958, -6.1846, 1.2996], [-0.3746, -5.3569, 0.1247], [0.8325, -4.8784, -0.6959], [1.6713, -3.9642, 0.0021], [2.6982, -4.5756, 0.7687], [2.8444, -6.5807, 4.3733], [1.1672, -6.1758, 3.9671], [1.5577, -7.7474, 4.7365], [0.1484, -8.2915, 2.9738], [1.2462, -9.2331, 1.9566], [-0.3066, -8.1037, 0.4800], [1.3145, -7.4006, 0.2874], [0.5597, -5.6897, 1.8945], [-0.9064, -4.4721, 0.4868], [-1.0681, -5.8919, -0.5337], [0.4385, -4.3226, -1.5535], [1.4132, -5.7064, -1.1161], [3.0560, -5.5059, 0.3195], [2.3545, -4.7540, 1.7900], [3.5362, -3.8772, 0.8250]], "mulliken_charge": [0.2045, -0.7868, -0.5252, -0.0657, -0.7938, 0.1861, -1.2438, 0.7099, -0.5798, 0.7030, -0.5094, -0.5470, -0.7113, 0.8037, -0.7150, -0.9175, 0.5640, -1.1369, -1.1439, 0.1336, -0.6058, -0.4174, -0.3931, 0.1485, 0.1555, 0.2956, 0.3008, 0.3156, 0.2263, -0.2538, 0.1796, 0.3408, 0.3785, 0.3784, -0.1116, 0.4209, 0.4545, 0.2839, 0.3262, 0.5347, -0.0297, -0.0710, 0.3080, 0.4038, 0.3953, 0.3055, 0.4188, 0.4130, 0.0685, 0.3058, 0.3024, 0.2727, 0.2349, -0.7363, -0.3437, -0.7864, -0.2016, -0.3453, -0.7109, -0.7277, -0.2639, -0.6929, 0.2429, 0.3145, 0.3471, 0.4072, 0.3903, 0.3564, 0.1981, 0.1070, 0.4195, 0.4076, 0.4056, 0.4685, 0.3160, 0.2263, 0.2870], "total_energy_ha": -1472.09241, "smiles": "CCCCCCC[C@@]1(OB(O)O)C[C@H](CCC(C)C)C(=O)O1.COCCNCCOC", "homo_ev": -8.84, "orbital_gap_ev": 9.26}

=====

Record 3
{"formula": "C22H46Br2Cl9FMg2N6O4", "method": "ωB97M-V/def2-TZVPD", "species": ["C", "C", "C", "C", "N", "C", "C", "N", "C", "N", "C", "C", "C", "C", "Cl", "N", "N", "C", "C", "C", "F", "H", "H", "H", "H", "H", "H", "H", "H", "H", "H", "H", "H", "H", "H", "H", "H", "H", "H", "H", "H", "H", "H", "H", "H", "H", "H", "H", "H", "N", "O", "O", "O", "Mg", "O", "H", "H", "Cl", "Br", "C", "C", "Br", "H", "H", "H", "H", "Cl", "Cl", "C", "C", "Cl", "H", "H", "H", "H", "Cl", "C", "C", "Cl", "H", "H", "H", "H", "Mg", "Cl", "C", "C", "Cl", "H", "H", "H", "H"], "positions_angstrom": [[2.7356, -2.5269, 1.5552], [1.4686, -3.2078, 2.1087], [0.4072, -2.2235, 2.5796], [-0.9886, -2.8169, 2.7137], [0.4161, -0.9039, 1.9545], [0.8674, 0.2160, 2.8136], [-0.3312, 1.0422, 3.2906], [-1.4322, 0.1689, 3.7433], [0.0697, -0.5586, 0.7469], [0.0729, 0.7033, 0.2825], [-0.3420, 0.6998, -0.9322], [-0.4501, 1.9062, -1.7698], [-0.1271, 3.1646, -0.9535], [1.0326, 3.9388, -1.5865], [2.5764, 3.2716, -1.0711], [-0.6193, -0.5312, -1.2972], [-0.3672, -1.3743, -0.2686], [-0.5991, -2.7812, -0.5633], [0.4075, -3.3167, -1.6089], [-0.3481, -4.1795, -2.6121], [1.3648, -4.0897, -1.0110], [2.8131, -2.5965, 0.4754], [3.5981, -3.0534, 1.9470], [2.8390, -1.5101, 1.9147], [1.0928, -3.9765, 1.4415], [1.8033, -3.7384, 2.9946], [0.7510, -2.0139, 3.7447], [-1.2836, -2.9108, 3.7521], [-1.7106, -2.1659, 2.2305], [-1.0215, -3.8119, 2.2795], [1.4529, -0.1545, 3.6435], [1.5271, 0.8770, 2.2614], [-0.7406, 1.6415, 2.4839], [-0.0708, 1.7447, 4.0859], [-2.2780, 0.7190, 3.6439], [-1.3394, 0.0238, 4.7435], [-1.5213, 1.9710, -2.1341], [0.1633, 1.8867, -2.6651], [0.0978, 2.9198, 0.0801], [-1.0263, 3.8499, -0.9213], [0.9653, 3.8291, -2.6666], [0.9792, 5.0148, -1.3852], [-0.9611, -0.8793, -2.1816], [-0.6225, -3.4588, 0.2733], [-1.5682, -2.8482, -1.0483], [0.8943, -2.5104, -2.1605], [0.2053, -4.2602, -3.5581], [-0.5418, -5.1877, -2.1973], [-1.3213, -3.7689, -2.8826], [-2.3853, -7.1208, -2.4277], [-3.1617, -7.9718, -2.0695], [-1.8182, -7.1847, -3.5228], [-2.1090, -6.1451, -1.7014], [-1.3862, 5.3672, -1.9082], [-3.2501, 7.7086, -3.7194], [-4.1572, 7.7881, -3.4040], [-3.1659, 8.4078, -4.3779], [1.3814, -6.0572, -3.2580], [0.0270, -2.4212, -5.5011], [0.9515, -3.9076, -6.3807], [0.9624, -3.7328, -7.8737], [-0.7700, -4.1443, -8.6485], [0.4519, -4.8175, -6.0635], [1.9633, -3.8932, -5.9816], [1.6607, -4.4329, -8.3263], [1.2138, -2.7224, -8.1784], [0.4728, -2.4440, 5.3556], [5.2388, 5.1504, -5.7588], [4.7874, 6.0140, -4.2731], [3.5907, 5.3875, -3.6072], [2.0843, 5.6010, -4.5559], [4.6041, 7.0549, -4.5273], [5.6420, 5.9689, -3.6003], [3.4187, 5.8575, -2.6397], [3.7343, 4.3229, -3.4526], [-5.1113, 1.1908, 3.9967], [-5.6969, -0.4985, 4.0033], [-5.6760, -1.1009, 5.3831], [-4.0168, -1.3492, 5.9783], [-5.0820, -1.0682, 3.3112], [-6.7168, -0.4807, 3.6236], [-6.1573, -2.0769, 5.3612], [-6.2002, -0.4753, 6.1006], [-2.9835, 2.3340, -1.4155], [0.5128, 5.1023, 5.4236], [1.9292, 4.6705, 6.4219], [2.9304, 3.8569, 5.6471], [2.3021, 2.2310, 5.2601], [1.5720, 4.1364, 7.2980], [2.3866, 5.6023, 6.7485], [3.8339, 3.7169, 6.2373], [3.2030, 4.3423, 4.7140]], "mulliken_charge": [-1.2847, -0.6748, -0.0273, -1.3185, 0.9377, -1.7335, -0.5741, -0.2474, 0.1568, -0.1834, 0.0588, -0.1103, 0.2313, -0.9855, -0.1292, -0.4385, 0.6168, -0.7973, 1.5585, -2.0384, -0.3414, 0.1580, 0.4813, 0.2381, 0.5013, 0.5738, 0.1016, 0.0864, 0.2504, 0.5911, 1.0469, 0.3983, 0.1719, 0.4091, 0.0357, 0.1811, -0.0366, 0.6744, 0.3434, -0.4457, 0.4170, 0.4656, 0.2357, -0.0611, 0.4424, 0.3307, -0.2879, 0.7012, 0.6420, 1.1655, -0.4974, -0.4170, -0.4914, 0.6477, -0.5947, 0.3256, 0.3122, 0.0211, -0.1347, -0.6038, -0.6582, -0.1105, 0.3354, 0.4169, 0.4001, 0.3634, -0.2968, -0.1623, -0.5707, -0.3311, -0.1906, 0.3462, 0.3496, 0.2986, 0.3126, -0.2113, -0.3979, -0.4747, -0.1443, 0.2499, 0.3494, 0.3015, 0.3320, 0.4216, -0.1887, -0.4433, -0.5212, -0.1135, 0.3213, 0.3416, 0.3376, 0.2827], "charge": 2, "total_energy_ha": -11284.01360, "homo_ev": -11.31, "orbital_gap_ev": 1.60}